{"formula": "C24H54NO9", "method": "wB97M-V/def2-TZVPD", "elements": ["H", "H", "C", "C", "H", "O", "C", "C", "H", "H", "H", "C", "H", "C", "H", "O", "C", "C", "H", "O", "C", "H", "H", "H", "H", "H", "H", "C", "H", "O", "H", "H", "H", "C", "H", "H", "H", "H", "C", "C", "N", "H", "H", "H", "H", "H", "C", "C", "H", "H", "H", "C", "C", "H", "O", "C", "H", "O", "C", "C", "H", "H", "H", "H", "H", "H", "H", "H", "C", "C", "H", "C", "H", "C", "H", "O", "H", "H", "O", "O", "H", "H", "H", "H", "H", "H", "H", "H"], "xyz": [[5.52289, -1.08932, 7.80622], [0.86263, 0.51502, -4.78229], [-1.11893, -1.60328, -7.16191], [0.01744, 0.89493, -5.36347], [-2.10043, -0.91236, -3.63160], [-3.72384, -6.33289, -3.13939], [-1.09126, -0.58453, -3.87977], [-3.25905, 2.88807, 1.66310], [-0.57049, -0.31941, -2.96878], [3.39850, 3.39398, 1.55801], [-1.80981, -4.75304, -2.19530], [-2.55708, -4.85692, -4.67768], [0.92457, 2.81330, 0.58091], [0.09047, 0.39720, -6.79106], [2.80540, 2.16179, 2.71602], [5.08386, 1.42077, 4.69974], [-3.75638, -5.74632, -4.42997], [-1.29203, 1.25287, 2.07427], [-0.96873, 1.11852, 3.10167], [-0.93013, 0.07220, 1.37510], [5.79324, 2.53358, 5.20477], [-4.67987, -5.17578, -4.57109], [-1.90782, -2.98951, -2.04880], [2.27921, 0.13259, 0.90564], [-2.59520, -4.50611, -5.71679], [5.09348, -1.15912, 5.38942], [-4.81807, 2.23967, 0.38654], [5.91499, -0.14043, 7.42348], [-1.47133, 3.61633, 0.65229], [-1.20753, 0.54344, -4.75870], [-5.38112, 2.47561, 2.05961], [-1.03361, -2.67500, -6.98819], [6.20858, 3.12984, 4.38431], [6.07542, -0.74789, 5.14096], [-4.27844, 1.71474, 3.61195], [-4.39575, -4.59544, -2.21178], [1.01099, 4.48630, 2.00102], [-0.49813, 1.87563, -0.46097], [-4.74543, 2.85495, 1.27495], [0.47102, -1.29194, 0.02347], [-0.16669, 0.95021, -0.70999], [-3.75145, -6.56611, -5.15772], [0.07728, 1.99021, -5.37272], [6.65933, -1.53827, 4.65991], [-5.61368, -5.88742, -2.41670], [-4.31398, -6.06006, -1.21674], [0.17092, 0.19470, 0.46678], [1.67999, 3.96993, 2.67782], [1.26918, 0.68958, 2.21615], [-2.62432, 2.76379, -0.35499], [-2.72216, 1.22588, 4.18068], [-2.52814, 3.46592, 0.46409], [-3.43139, 1.08268, 3.37600], [-0.75687, 0.78500, -7.36643], [0.13113, -1.01990, -6.85629], [2.52817, 2.90545, 1.97994], [-1.63014, -5.42369, -4.54487], [-2.57329, -3.71692, -3.84761], [-1.68546, -3.80736, -2.72808], [5.92770, 0.40585, 4.17692], [-1.37561, -1.43441, -8.21605], [5.08748, 3.15041, 5.75974], [5.45994, 0.03670, 3.25945], [2.40556, 2.20677, -0.07262], [-0.77339, 2.13202, 1.70506], [-3.12262, 3.50875, 2.54593], [2.33063, 4.73362, 3.09631], [6.50262, 0.33648, 8.20699], [1.42823, 0.74591, 1.14328], [1.79334, 2.20744, 0.81970], [-5.03784, 3.85462, 0.96972], [-2.81161, 1.45078, 2.00838], [-3.24213, 0.78278, 1.27528], [-4.55816, -5.67523, -2.20523], [1.01179, 0.76801, -7.25512], [6.77225, -0.36557, 6.32115], [5.08083, 0.51374, 7.15905], [-1.91358, -1.20811, -6.52538], [1.10861, -1.96196, 0.87802], [0.06730, -1.68796, -1.11394], [-0.56889, -1.41334, -4.36068], [6.59895, 2.22923, 5.87822], [6.90893, 0.81483, 3.91758], [-0.94678, 0.46971, -1.13482], [1.14150, 3.56085, 3.52278], [-0.64876, -3.70038, -3.05314], [-2.93537, 4.42841, 0.17832], [-3.77158, 0.05443, 3.40997]], "orbital_gap_ev": 7.1, "homo_ev": -4.547, "spin_multiplicity": 1, "charge": -1}

{"formula": "C24H56B2MnO12S6", "method": "wB97M-V/def2-TZVPD", "elements": ["H", "H", "H", "C", "H", "H", "H", "S", "H", "H", "H", "C", "H", "C", "H", "H", "C", "H", "H", "C", "O", "H", "O", "S", "H", "H", "H", "O", "H", "C", "C", "C", "C", "H", "S", "H", "H", "O", "H", "H", "C", "H", "H", "H", "C", "H", "H", "B", "H", "O", "O", "C", "H", "O", "H", "H", "Mn", "H", "C", "O", "C", "H", "H", "C", "H", "C", "H", "C", "S", "H", "H", "H", "C", "C", "S", "C", "H", "H", "H", "H", "H", "H", "O", "H", "S", "C", "C", "H", "O", "H", "H", "H", "B", "H", "H", "H", "H", "C", "C", "O", "O"], "xyz": [[-1.24186, -2.57847, -4.97912], [0.29415, -3.04970, -5.71504], [1.42559, 2.10283, 5.38392], [3.57727, 1.24465, -3.16279], [-0.66742, -0.62790, -1.19890], [0.53018, 2.35524, -1.51940], [2.48136, 0.49980, -4.90544], [1.06273, 3.28391, 2.53482], [-5.25772, 4.38162, -2.01651], [-3.20143, -1.57593, -0.59346], [1.51872, -4.44654, -2.69876], [-4.89841, 4.39873, -0.98758], [-3.19868, 5.66554, 1.11092], [1.78092, 3.10105, 5.12821], [0.37102, 1.47051, -4.15544], [-0.75947, -1.11924, 2.92325], [-4.20133, -4.03038, 1.51969], [0.59050, -0.65881, 2.05523], [2.16424, -2.06081, 0.56946], [5.44912, -2.62356, 0.68691], [-0.29784, -6.55045, -2.94500], [3.58274, 0.25910, -2.69721], [0.13279, 2.25357, 1.96683], [-3.41883, 3.31060, 1.07852], [-5.37749, 2.44805, 0.07247], [-4.05150, -4.15125, -0.67411], [2.85606, -1.26319, 2.55166], [-5.56501, -0.86795, 1.75724], [5.98313, -3.53365, 0.41367], [-3.52812, 5.15915, -1.01410], [0.41014, -2.77497, -3.55564], [2.95081, -1.31747, 0.43966], [-3.93187, -2.12582, -0.00001], [4.62310, 1.48941, -3.34841], [2.95324, 2.43441, -1.75987], [-5.61581, 4.88851, -0.32912], [0.45762, -3.76814, -1.55339], [3.52816, 3.77718, -1.96302], [-5.23207, -4.38158, 1.47131], [-2.65280, -3.84453, 0.25875], [3.08299, 2.86165, 4.31780], [-4.91258, -2.00780, -0.46087], [-0.25605, 3.60540, 4.57879], [2.08168, 3.62432, 6.03586], [1.20297, 2.55093, -2.35436], [6.21860, -1.85479, 0.75746], [5.13084, -2.64099, 2.84070], [0.17666, -0.59782, 3.04985], [3.31819, 2.48294, 2.17484], [3.63848, -3.28119, -1.32765], [-3.02382, -0.54182, 1.90711], [2.61444, 2.26550, 2.97831], [-0.96357, -0.96661, 0.57404], [1.56022, 4.36442, 1.74880], [-1.72088, 4.98713, 0.49375], [2.45921, 1.19945, 3.14425], [-1.15626, 0.56023, 1.77759], [2.72072, 2.10132, -4.88645], [1.16565, 1.37541, -3.41542], [-2.07750, -4.85192, -2.47649], [0.52766, -4.00038, -2.61606], [-1.66529, 0.44680, -0.11284], [3.77011, 2.19866, 4.84356], [3.64902, -1.28857, 1.80421], [3.66987, 3.77129, 4.19046], [0.74612, 3.88401, 4.25302], [3.95930, -3.52785, 1.99224], [-0.34826, -3.18813, -4.84541], [-0.80262, -5.20556, -3.03946], [2.56017, -0.44465, -0.08350], [-2.95120, -2.83944, 2.80150], [0.95023, 0.45008, -2.88115], [-4.57258, 3.04828, -0.35176], [-2.80293, 4.97895, 0.36255], [-4.19916, -1.34007, 1.59286], [-0.83499, -4.64944, -4.78609], [-0.16900, -1.99894, -3.05516], [-0.07077, -5.17641, -5.35738], [-4.57028, -2.81388, 3.39033], [0.72348, -1.14746, 3.80026], [-3.76789, 6.21564, -1.13428], [-3.63540, -4.92074, 1.79369], [4.93558, -1.16403, -1.57168], [4.25070, -0.40416, 2.01373], [4.23943, -2.12741, -0.68438], [4.54185, -2.60911, 1.92409], [2.48085, 1.30999, -4.17626], [0.06854, 0.28171, 0.07981], [2.92311, 1.86796, -0.44481], [-2.86722, 4.78220, -1.79462], [-0.03056, 0.41345, 3.36393], [1.41696, -2.41518, -3.76765], [-0.83411, -0.23462, -0.20805], [-1.81358, -4.88971, -5.20172], [-4.00534, 2.45189, -1.06635], [0.91926, 3.43586, -2.92402], [0.87627, 4.96531, 4.29727], [-3.98838, -2.90873, 2.47354], [-3.70398, -3.56763, 0.17837], [-2.33773, 2.28424, 1.02101], [-4.12284, 3.66690, 2.31799]], "orbital_gap_ev": [9.1, 9.9], "homo_ev": [-8.833, -9.647], "spin_multiplicity": 6}

{"formula": "C24H56BO3P", "method": "wB97M-V/def2-TZVPD", "elements": ["C", "H", "H", "H", "H", "H", "H", "C", "C", "C", "H", "H", "H", "H", "H", "H", "H", "C", "H", "C", "H", "C", "C", "H", "C", "H", "C", "H", "C", "H", "H", "H", "C", "O", "C", "H", "C", "C", "H", "H", "H", "C", "O", "P", "C", "H", "C", "H", "H", "H", "H", "H", "H", "H", "C", "C", "H", "H", "H", "H", "H", "C", "H", "H", "O", "H", "H", "C", "H", "H", "H", "C", "H", "H", "H", "H", "B", "C", "H", "H", "H", "H", "H", "H", "H"], "xyz": [[-1.24907, -5.35800, 0.65394], [-3.24255, -8.44157, -1.96408], [0.40463, -4.91120, 5.32019], [-0.70498, -0.75824, 6.64163], [-2.14519, 2.88119, -2.65747], [-2.28456, -5.63931, 0.44474], [-0.80191, 0.80877, -2.81478], [2.19052, -0.91376, 2.49948], [-1.74753, -6.87019, -2.01729], [-0.19320, 1.70914, -0.93362], [0.53933, 1.89669, 5.21508], [2.01387, 7.21649, -6.54657], [0.34814, -7.28233, -1.78731], [-1.69336, -6.88729, -3.10876], [0.58456, -3.22517, 2.76102], [3.98348, -1.27653, 3.63702], [-1.15209, -3.83716, -0.90661], [-0.29125, -6.38410, 0.05121], [-2.39034, -8.23089, -0.44031], [-0.04086, 5.69092, -1.71936], [-2.79555, 0.90546, -0.54336], [1.14858, 7.52760, -5.95989], [-2.55008, 1.01467, -1.60316], [0.55206, 7.74649, -1.53532], [0.43079, 6.31994, -5.36448], [-2.46441, -6.08470, -1.76279], [-2.27011, -8.21628, -1.52458], [1.53236, -1.51688, 7.24603], [-0.57092, 7.57886, -3.35154], [1.11554, 2.03503, 1.48513], [-1.68096, -3.23441, 0.65857], [3.04082, 0.08603, 4.23966], [0.73769, -4.72472, 4.29908], [1.28978, 1.31687, 5.34950], [2.96699, -0.92100, 3.82692], [0.02147, -3.61849, 0.39502], [0.41555, 7.01099, -2.33225], [1.18833, 1.01849, 1.09045], [1.12476, 5.75675, -4.73453], [1.50607, 8.20739, -5.18510], [-0.85890, -0.28995, -1.42519], [-0.82085, 6.68597, -4.56834], [-0.48489, 0.04736, 6.18367], [2.28739, -2.12059, 5.07435], [-2.94260, 2.43643, -2.05808], [-0.21511, 8.55852, -3.68216], [2.45974, 0.34420, 1.63680], [0.29950, 0.48366, 1.43649], [-1.58528, -9.02197, -1.79716], [1.96169, 1.74407, -0.77314], [-1.52872, 7.76037, -2.85376], [0.48265, 8.08902, -6.61853], [-0.02926, -5.58412, -1.93517], [-1.31980, 5.76611, -4.25048], [-1.05258, 0.73458, -1.75313], [0.29612, -3.35928, 3.80748], [0.14040, 5.64473, -6.17351], [1.12408, -1.00605, 2.68992], [0.67670, 5.33833, -0.97673], [0.73391, -6.11536, 0.32655], [-1.14317, -5.38587, 1.74184], [-1.00030, -3.93304, 0.16938], [1.81027, -4.88909, 4.22162], [-3.13805, 0.28196, -2.15567], [0.70610, -2.23711, 4.58432], [-0.14072, 4.90896, -2.47419], [3.13032, 0.08635, 0.81551], [-0.36556, -6.51524, -1.47088], [2.99839, 1.06418, 2.25645], [-1.00728, 5.80437, -1.22344], [-0.47890, -7.35767, 0.51241], [1.91428, -0.92277, 6.41038], [1.28287, 0.11571, -0.86232], [-3.83236, 2.42000, -2.68734], [2.85455, -0.46819, 6.72584], [1.39813, 6.87902, -2.79344], [0.86928, 0.17361, 5.98210], [1.13805, 1.11043, -0.43490], [2.51600, -1.78774, 1.92863], [-0.78240, 2.02497, -0.06720], [0.24993, -5.46737, 3.66190], [-0.01152, 2.60140, -1.53287], [-3.13592, 3.09840, -1.21623], [-1.52682, 7.19465, -5.23236], [-0.79574, -3.33154, 3.82910]], "orbital_gap_ev": 9.0, "homo_ev": -8.372, "smiles": "CCCCCCCCCP(CB(O)O)OCC.CCCCCC.CCCCCC", "spin_multiplicity": 1}